{
  "formula": "C99H209N11O11",
  "method": "ωB97M-V/def2-TZVPD",
  "species": ["C", "C", "C", "C", "C", "C", "C", "C", "C", "N", "O", "H", "H", "H", "H", "H", "H", "H", "H", "H", "H", "H", "H", "H", "H", "H", "H", "H", "H", "H", "C", "C", "C", "C", "C", "C", "C", "C", "C", "N", "O", "H", "H", "H", "H", "H", "H", "H", "H", "H", "H", "H", "H", "H", "H", "H", "H", "H", "H", "H", "C", "C", "C", "C", "C", "C", "C", "C", "C", "N", "O", "H", "H", "H", "H", "H", "H", "H", "H", "H", "H", "H", "H", "H", "H", "H", "H", "H", "H", "H", "C", "C", "C", "C", "C", "C", "C", "C", "C", "N", "O", "H", "H", "H", "H", "H", "H", "H", "H", "H", "H", "H", "H", "H", "H", "H", "H", "H", "H", "H", "C", "C", "C", "C", "C", "C", "C", "C", "C", "N", "O", "H", "H", "H", "H", "H", "H", "H", "H", "H", "H", "H", "H", "H", "H", "H", "H", "H", "H", "H", "C", "C", "C", "C", "C", "C", "C", "C", "C", "N", "O", "H", "H", "H", "H", "H", "H", "H", "H", "H", "H", "H", "H", "H", "H", "H", "H", "H", "H", "H", "C", "C", "C", "C", "C", "C", "C", "C", "C", "N", "O", "H", "H", "H", "H", "H", "H", "H", "H", "H", "H", "H", "H", "H", "H", "H", "H", "H", "H", "H", "C", "C", "C", "C", "C", "C", "C", "C", "C", "N", "O", "H", "H", "H", "H", "H", "H", "H", "H", "H", "H", "H", "H", "H", "H", "H", "H", "H", "H", "H", "C", "C", "C", "C", "C", "C", "C", "C", "C", "N", "O", "H", "H", "H", "H", "H", "H", "H", "H", "H", "H", "H", "H", "H", "H", "H", "H", "H", "H", "H", "C", "C", "C", "C", "C", "C", "C", "C", "C", "N", "O", "H", "H", "H", "H", "H", "H", "H", "H", "H", "H", "H", "H", "H", "H", "H", "H", "H", "H", "H", "C", "C", "C", "C", "C", "C", "C", "C", "C", "N", "O", "H", "H", "H", "H", "H", "H", "H", "H", "H", "H", "H", "H", "H", "H", "H", "H", "H", "H", "H"],
  "positions_angstrom": [[-0.8138, 5.1392, 10.0665], [-1.3627, 4.5655, 8.7317], [-1.0866, 3.1099, 8.4710], [-2.9817, 4.7932, 8.8452], [-3.3545, 6.2875, 8.7194], [-2.8597, 6.7037, 7.2723], [-1.3208, 6.5807, 7.0582], [-0.9698, 6.5754, 5.5020], [-0.7945, 7.8137, 7.7279], [-0.7535, 5.2959, 7.5787], [0.6988, 5.0698, 7.4786], [-1.4902, 4.9535, 10.9008], [0.1538, 4.7315, 10.3591], [-0.7527, 6.2267, 10.1088], [-1.7511, 2.7317, 7.6942], [-0.0628, 2.7688, 8.3177], [-1.4330, 2.7138, 9.4256], [-3.4036, 4.2408, 8.0055], [-3.3771, 4.1843, 9.6583], [-4.4180, 6.5218, 8.7665], [-2.9593, 6.8639, 9.5558], [-3.2379, 7.7221, 7.1836], [-3.2774, 6.1330, 6.4429], [0.0765, 6.7702, 5.2664], [-1.6511, 7.3584, 5.1691], [-1.0995, 5.5532, 5.1466], [-1.4667, 8.0986, 8.5373], [-0.6932, 8.7439, 7.1689], [0.2132, 7.7857, 8.1426], [1.0334, 5.4863, 8.2761], [-7.2540, 6.2218, 0.7660], [-6.4896, 5.0455, 0.3314], [-6.5222, 4.0349, 1.5044], [-7.2800, 4.2175, -0.7721], [-7.2240, 4.8316, -2.1397], [-5.7205, 4.9395, -2.5595], [-4.8594, 5.7737, -1.5397], [-3.3847, 5.5522, -2.0148], [-5.1191, 7.2946, -1.7413], [-5.1051, 5.2673, -0.1788], [-4.2862, 5.9032, 0.7959], [-8.1216, 6.0737, 1.4090], [-6.5704, 6.9048, 1.2704], [-7.6870, 6.8137, -0.0404], [-5.7217, 3.2954, 1.4862], [-6.6164, 4.4483, 2.5086], [-7.3961, 3.3857, 1.4507], [-6.9894, 3.1678, -0.7305], [-8.3225, 4.3150, -0.4689], [-7.8741, 4.2212, -2.7665], [-7.5720, 5.8624, -2.2067], [-5.7136, 5.4402, -3.5277], [-5.3068, 3.9486, -2.7469], [-3.1136, 5.6046, -3.0693], [-3.0775, 4.5730, -1.6474], [-2.8573, 6.3461, -1.4861], [-5.9785, 7.7292, -1.2307], [-5.0502, 7.6899, -2.7548], [-4.2269, 7.7834, -1.3499], [-3.7385, 5.1500, 1.0291], [8.6608, -5.9113, 2.6872], [9.1476, -4.4559, 2.4263], [10.7687, -4.2755, 2.1961], [8.4062, -3.8826, 1.0292], [6.8826, -3.6681, 1.1642], [6.6981, -2.6974, 2.3385], [7.2182, -3.2184, 3.6799], [7.1460, -1.9659, 4.5916], [6.3352, -4.3232, 4.1607], [8.6684, -3.5765, 3.5012], [9.1844, -3.9712, 4.7534], [7.8243, -6.0786, 2.0086], [9.4308, -6.5286, 2.2244], [8.5084, -6.1668, 3.7358], [11.3486, -4.2210, 3.1174], [11.0395, -5.1740, 1.6416], [10.8638, -3.2999, 1.7195], [8.8361, -2.9194, 0.7543], [8.5841, -4.6557, 0.2817], [6.4678, -3.4161, 0.1882], [6.3995, -4.6215, 1.3778], [5.6472, -2.4098, 2.3084], [7.3371, -1.8405, 2.1249], [7.9755, -1.2622, 4.5216], [7.1225, -2.2149, 5.6525], [6.2393, -1.4311, 4.3088], [6.7658, -4.8983, 4.9804], [6.0937, -5.1064, 3.4421], [5.3398, -4.0738, 4.5285], [9.7809, -3.2349, 4.9069], [1.0956, -1.3829, -0.8356], [0.7839, 0.0538, -0.4935], [1.8086, 0.5588, 0.5545], [0.9280, 1.0054, -1.7906], [0.3637, 2.3561, -1.6536], [-1.1316, 2.2428, -1.2651], [-1.2956, 1.4774, 0.0828], [-0.7248, 2.2139, 1.3665], [-2.8422, 1.3394, 0.2772], [-0.5560, 0.2044, -0.0343], [-0.9998, -0.8042, 0.8150], [0.4569, -1.7577, -1.6355], [2.1673, -1.4408, -1.0256], [0.9499, -2.0320, 0.0278], [1.5806, 0.2747, 1.5818], [2.7226, 0.0630, 0.2273], [1.9682, 1.6330, 0.4606], [1.9784, 0.9866, -2.0811], [0.3393, 0.6402, -2.6322], [0.9131, 2.9800, -0.9486], [0.3368, 2.9588, -2.5615], [-1.5805, 1.6926, -2.0920], [-1.6880, 3.1797, -1.2928], [-1.0517, 1.6970, 2.2688], [-1.2053, 3.1648, 1.5966], [0.3463, 2.3525, 1.5133], [-3.2312, 0.7677, -0.5654], [-3.3352, 2.3099, 0.3349], [-3.1370, 0.8020, 1.1785], [-0.6357, -0.5818, 1.6750], [6.8689, 3.0584, 0.1092], [6.0332, 3.1194, -1.1561], [4.5423, 3.3667, -0.8249], [6.5145, 4.3901, -1.9120], [6.0136, 4.4499, -3.3409], [6.4507, 3.1736, -4.0706], [6.1352, 1.8295, -3.3681], [4.6863, 1.3508, -3.7641], [7.1800, 0.7915, -3.8920], [6.2594, 1.8916, -1.8978], [6.2424, 0.6415, -1.2393], [6.7710, 3.8579, 0.8436], [6.5372, 2.1512, 0.6143], [7.9351, 2.9655, -0.0973], [4.2446, 2.8407, 0.0822], [4.4564, 4.4090, -0.5178], [3.9246, 3.3027, -1.7207], [6.1957, 5.3532, -1.5134], [7.5706, 4.5410, -1.6887], [4.9381, 4.5171, -3.5053], [6.3543, 5.3915, -3.7716], [7.4988, 3.3590, -4.3056], [5.8597, 3.2538, -4.9830], [4.6911, 0.8185, -4.7152], [3.8449, 2.0438, -3.7646], [4.6028, 0.4251, -3.1947], [7.1857, 0.7525, -4.9812], [6.8462, -0.2004, -3.5876], [8.1904, 0.8914, -3.4954], [7.1538, 0.3429, -1.2829], [-3.3637, -3.6564, 4.1640], [-4.3659, -2.4170, 4.0053], [-4.6933, -2.0413, 2.5268], [-5.7198, -2.8466, 4.5166], [-6.6743, -1.7746, 5.1170], [-5.8816, -0.9490, 6.1288], [-4.5981, -0.2925, 5.4504], [-5.1269, 0.7432, 4.4167], [-3.7905, 0.3700, 6.6907], [-3.7841, -1.4082, 4.9528], [-2.5245, -0.8542, 4.5298], [-2.7984, -3.7425, 5.0919], [-3.9101, -4.5811, 3.9781], [-2.6911, -3.5331, 3.3152], [-3.8584, -1.4813, 2.1057], [-4.5574, -3.0488, 2.1337], [-5.6194, -1.5081, 2.3121], [-6.3550, -3.2542, 3.7302], [-5.4754, -3.5535, 5.3096], [-6.9804, -1.1266, 4.2958], [-7.5580, -2.3110, 5.4627], [-5.6042, -1.4714, 7.0443], [-6.6237, -0.2070, 6.4236], [-5.6950, 1.4861, 4.9765], [-5.6924, 0.4557, 3.5303], [-4.2531, 1.2583, 4.0175], [-4.3574, 1.2026, 7.1073], [-2.8586, 0.7690, 6.2900], [-3.5333, -0.3623, 7.4560], [-1.8785, -1.3699, 5.0180], [-1.1468, -7.2920, 0.7371], [-2.3951, -6.5163, 0.4562], [-3.5297, -6.8801, 1.3758], [-2.2156, -4.9503, 0.6341], [-1.5859, -4.2040, -0.5117], [-2.3657, -4.6455, -1.8414], [-2.2557, -6.1550, -2.1649], [-3.1072, -6.4057, -3.3888], [-0.8743, -6.6387, -2.5290], [-2.6953, -6.8705, -0.9682], [-2.9616, -8.2872, -1.2379], [-0.6136, -7.9983, 0.1008], [-0.2829, -6.6319, 0.8159], [-1.0918, -7.7939, 1.7031], [-3.7489, -7.9473, 1.3404], [-3.5528, -6.6168, 2.4333], [-4.4750, -6.4535, 1.0403], [-3.0937, -4.4796, 1.0762], [-1.4284, -4.8595, 1.3825], [-1.8132, -3.1504, -0.3494], [-0.5558, -4.4771, -0.7404], [-1.9034, -4.0335, -2.6158], [-3.4230, -4.3880, -1.7788], [-2.6783, -6.1155, -4.3479], [-4.0888, -5.9322, -3.4106], [-3.2181, -7.4878, -3.4577], [0.0396, -6.4729, -1.9586], [-0.4648, -6.2927, -3.4781], [-0.7711, -7.7204, -2.4431], [-3.9182, -8.3491, -1.2893], [1.4458, 3.8180, -10.4842], [2.1244, 2.7214, -9.6593], [2.1815, 1.4881, -10.5003], [3.5765, 2.9955, -9.1996], [3.6543, 3.9642, -7.9967], [2.7176, 3.5021, -6.9450], [1.2436, 3.3798, -7.3729], [0.4589, 2.7833, -6.1564], [0.6186, 4.7670, -7.5891], [1.2306, 2.4407, -8.4940], [-0.1066, 2.1581, -8.9127], [0.4849, 3.5789, -10.9398], [1.4417, 4.7706, -9.9545], [2.0474, 3.9479, -11.3839], [1.2741, 1.0076, -10.8662], [2.9621, 1.6729, -11.2383], [2.5791, 0.6648, -9.9069], [4.1597, 2.0780, -9.1208], [3.9738, 3.6737, -9.9549], [4.7007, 3.9508, -7.6918], [3.4991, 4.9899, -8.3313], [2.7849, 4.2487, -6.1537], [3.0097, 2.5624, -6.4763], [0.8254, 1.8141, -5.8182], [-0.5423, 2.4917, -6.4738], [0.5213, 3.4523, -5.2982], [-0.2356, 4.8323, -8.2631], [1.3782, 5.4325, -7.9992], [0.3296, 5.1825, -6.6238], [-0.1253, 1.2202, -8.7088], [-3.4675, -2.1245, -5.4926], [-4.1745, -0.7419, -5.5494], [-3.3293, 0.1282, -4.6324], [-3.9285, -0.0513, -6.9707], [-4.9824, 1.0479, -7.2495], [-6.4100, 0.4898, -7.0113], [-6.6483, -0.0456, -5.5284], [-6.6883, 1.1928, -4.6221], [-7.9741, -0.8602, -5.5383], [-5.6111, -0.9521, -5.0574], [-5.7831, -1.5359, -3.7759], [-4.0511, -2.9551, -5.8897], [-2.5597, -1.9316, -6.0643], [-3.1982, -2.3641, -4.4639], [-3.7946, 1.1138, -4.6173], [-3.4342, -0.1463, -3.5828], [-2.2602, 0.1966, -4.8333], [-2.9933, 0.5085, -6.9855], [-4.2803, -0.7587, -7.7217], [-4.8468, 1.9902, -6.7187], [-4.7281, 1.3158, -8.2750], [-6.6842, -0.3048, -7.7051], [-7.0601, 1.3429, -7.2057], [-7.4681, 1.9038, -4.8953], [-5.7920, 1.8120, -4.5844], [-6.8256, 0.8852, -3.5855], [-8.6415, -0.5405, -6.3386], [-8.5388, -0.4667, -4.6931], [-7.8918, -1.9356, -5.3809], [-6.0374, -2.3749, -4.1671], [2.6935, -3.8182, 6.1706], [1.1061, -3.7201, 6.3157], [0.3320, -3.7986, 4.9699], [0.7211, -5.0512, 7.0866], [1.1007, -4.8567, 8.5744], [0.6095, -3.5459, 9.1541], [0.9980, -2.2328, 8.4633], [0.1175, -1.0888, 8.9824], [2.4465, -1.8730, 8.8075], [0.6397, -2.4983, 7.0348], [0.8161, -1.3074, 6.3406], [2.9516, -4.7931, 5.7571], [3.0427, -2.9357, 5.6347], [3.2966, -3.8297, 7.0785], [-0.6265, -4.3029, 5.0919], [0.1178, -2.8612, 4.4566], [0.8603, -4.5568, 4.3919], [-0.3048, -5.4169, 7.0448], [1.2706, -5.9377, 6.7701], [0.6425, -5.6922, 9.1036], [2.1626, -4.9893, 8.7817], [1.0081, -3.4377, 10.1628], [-0.4675, -3.4767, 9.3071], [0.1850, -0.1221, 8.4835], [0.3158, -1.0372, 10.0530], [-0.9370, -1.3407, 8.8702], [3.1049, -2.7306, 8.6692], [2.6022, -1.5616, 9.8404], [2.7355, -1.1070, 8.0879], [0.0902, -1.2473, 5.7153], [2.5787, -4.0939, -2.7788], [3.5015, -3.4817, -3.8240], [4.8955, -3.0872, -3.2005], [3.8716, -4.4667, -4.8954], [2.9475, -4.7135, -6.1059], [2.5728, -3.3832, -6.8229], [2.1085, -2.2886, -5.7808], [2.1737, -0.9970, -6.4592], [0.5459, -2.5280, -5.3894], [2.8487, -2.2247, -4.4870], [2.4978, -1.3711, -3.5209], [1.6214, -4.5444, -3.0408], [3.1838, -4.8956, -2.3552], [2.4001, -3.4566, -1.9127], [4.8931, -2.4768, -2.2974], [5.3979, -4.0271, -2.9721], [5.6489, -2.5754, -3.7993], [4.6801, -4.0525, -5.4979], [4.1153, -5.4274, -4.4418], [3.2432, -5.5576, -6.7288], [2.0340, -4.9779, -5.5733], [1.7959, -3.5637, -7.5658], [3.3929, -2.9964, -7.4278], [3.1616, -0.5429, -6.3818], [1.6305, -0.1604, -6.0196], [1.9808, -1.0258, -7.5316], [0.2581, -2.3118, -4.3605], [0.2228, -3.5524, -5.5746], [-0.1259, -1.9700, -6.0416], [1.8008, -1.8497, -3.0663]],
  "mulliken_charge": [-1.847, 1.699, -2.208, -1.168, -0.749, -1.343, 1.908, -1.935, -1.739, 0.159, -0.420, 0.371, 0.517, 0.368, 0.329, 0.454, 0.451, 0.343, 0.557, 0.434, 0.363, 0.335, 0.474, 0.340, 0.444, 0.485, 0.302, 0.382, 0.334, 0.367, -2.138, 1.977, -1.986, -1.346, -0.813, -1.291, 1.389, -1.500, -1.595, 0.931, -0.543, 0.446, 0.442, 0.373, 0.255, 0.378, 0.426, 0.477, 0.461, 0.388, 0.301, 0.542, 0.268, 0.418, -0.032, 0.424, 0.282, 0.409, 0.397, 0.368, -1.480, 1.217, -1.499, -1.368, -0.378, -1.686, 2.654, -2.100, -1.916, 0.066, -0.456, 0.359, 0.410, 0.219, 0.373, 0.357, 0.380, 0.427, 0.395, 0.218, 0.229, 0.572, 0.459, 0.400, 0.430, 0.392, 0.502, 0.343, 0.149, 0.365, -2.229, 2.433, -1.435, -0.286, -0.793, 0.148, 2.081, -1.677, -1.747, -0.230, 0.633, 0.025, 0.622, 0.318, 0.085, 0.506, 0.107, -0.332, 0.114, 0.300, 0.131, -0.083, -0.363, 0.301, 0.424, 0.191, 0.324, 0.263, -0.066, 0.075, -2.122, 1.541, -1.592, -1.272, -0.682, -1.143, 2.111, -1.802, -1.960, 0.147, -0.086, 0.344, 0.428, 0.468, 0.383, 0.456, 0.251, 0.451, 0.373, 0.185, 0.498, 0.486, 0.234, 0.540, 0.299, 0.025, 0.414, 0.311, 0.449, 0.258, -1.760, 1.786, -1.674, -1.490, -0.724, -1.273, 1.393, -1.718, -2.245, 0.636, -0.101, 0.285, 0.557, 0.223, 0.167, 0.403, 0.443, 0.350, 0.511, 0.312, 0.468, 0.465, 0.449, 0.448, 0.207, 0.386, 0.492, 0.475, 0.404, 0.105, -1.971, 2.363, -2.212, -0.393, 0.352, -1.412, 1.956, -2.015, -2.026, 0.414, -0.489, 0.329, 0.351, 0.390, 0.467, 0.274, 0.509, -0.637, 0.237, -0.055, 0.074, 0.161, 0.539, 0.274, 0.375, 0.530, 0.358, 0.519, 0.432, 0.334, -1.830, 1.461, -2.130, -1.016, -0.961, -0.852, 2.030, -1.907, -1.879, 1.061, -0.545, 0.228, 0.443, 0.517, 0.379, 0.446, 0.401, 0.394, 0.378, 0.395, 0.418, 0.430, -0.043, -0.265, 0.591, 0.451, 0.312, 0.406, 0.453, 0.314, -2.174, 2.310, -2.418, -1.020, -0.648, -1.594, 1.785, -2.145, -1.688, 0.404, -0.368, 0.487, 0.341, 0.380, 0.446, 0.557, 0.306, 0.174, 0.473, 0.336, 0.449, 0.448, 0.483, 0.510, 0.209, 0.555, 0.421, 0.412, 0.261, 0.359, -2.135, 1.652, -1.601, -1.142, -0.688, -1.275, 1.603, -2.365, -1.653, 0.836, -0.556, 0.520, 0.461, 0.347, 0.165, 0.200, 0.439, 0.392, 0.377, 0.432, 0.352, 0.426, 0.420, 0.543, 0.428, 0.350, 0.349, 0.451, 0.350, 0.244, -2.308, 2.308, -2.208, -1.515, -0.569, -1.459, 2.178, -1.779, -1.514, -0.471, 1.929, 0.225, 0.739, 0.495, 0.328, 0.489, 0.311, 0.371, 0.597, 0.461, -0.038, 0.465, 0.462, 0.577, -0.560, 0.542, -0.056, 0.380, 0.374, -0.795],
  "gap_ev": 8.12,
  "multiplicity": 1,
  "energy_ev": -144941.4945,
  "smiles": "CC1(C)CCCC(C)(C)N1O.CC1(C)CCCC(C)(C)N1O.CC1(C)CCCC(C)(C)N1O.CC1(C)CCCC(C)(C)N1O.CC1(C)CCCC(C)(C)N1O.CC1(C)CCCC(C)(C)N1O.CC1(C)CCCC(C)(C)N1O.CC1(C)CCCC(C)(C)N1O.CC1(C)CCCC(C)(C)N1O.CC1(C)CCCC(C)(C)N1O.CC1(C)CCCC(C)(C)N1O",
  "de_lowest_kcal_mol": 260.6
}